Record 1
Below is C21H18ClF3MnN2O3S as an isolated structure, with properties calculated with wB97M-V/def2-TZVPD.

Properties
* charge: +1
* LUMO energy (alpha / beta): -4.72 / -3.51 eV
* energy relative to the best compared isomer or geometry (same formula, charge and spin): 0.0000 eV
* spin multiplicity: 5
* frontier orbital gap (alpha / beta): 7.009 / 8.228 eV
* highest occupied orbital energy (alpha / beta): -0.4309 / -0.4312 hartree

Geometry as XYZ:
```
50
Properties=species:S:1:pos:R:3:forces:R:3:lowdin_spin:R:1
H 2.176976 -2.491508 4.108805 0.005 0.003 -0.003 0.000
C -3.807763 -1.597787 1.237597 0.048 0.014 -0.018 0.001
C 2.297738 -2.323408 3.048453 -0.008 -0.014 0.004 0.001
F 0.753581 4.958215 -0.179817 0.089 -0.023 0.109 -0.002
H 4.327487 -2.936961 0.422988 -0.006 -0.003 0.004 0.000
H -0.458630 -0.866896 -2.317000 -0.016 -0.043 -0.045 0.002
C -3.776253 -2.682158 2.109785 -0.012 -0.032 0.036 0.002
C 1.344133 -1.616437 2.346478 0.009 0.018 -0.058 0.004
C -6.207724 -1.703393 1.165786 0.021 0.058 -0.049 0.000
H 0.335981 4.616842 3.415081 -0.010 -0.001 0.009 0.000
C 2.552353 -1.587530 -1.124988 -0.009 0.013 0.025 0.001
H -7.161386 -1.338958 0.810923 0.010 0.000 -0.001 0.000
F 2.614827 4.105629 0.531710 -0.119 0.082 0.034 -0.002
H 4.164709 -3.370643 2.864643 -0.003 0.003 -0.007 0.000
C -6.162246 -2.782375 2.036994 -0.052 -0.027 0.020 0.002
C -0.578926 2.673941 3.562696 0.018 0.106 0.037 0.001
O -2.542880 0.027429 0.015244 0.007 -0.106 0.055 0.061
F 1.597935 5.621642 1.706019 0.000 -0.102 -0.134 0.000
H -0.361063 -3.187265 -2.223515 -0.020 -0.010 -0.009 0.000
C 0.151886 3.673143 2.919913 0.010 0.016 0.013 0.008
H 1.763848 -2.275316 -2.998229 -0.005 -0.021 -0.002 0.000
C 0.641479 3.476341 1.642517 -0.022 0.178 0.136 0.001
C 0.383302 2.253527 1.035283 0.136 -0.124 -0.418 0.009
C -0.785516 1.487742 2.905291 0.075 -0.113 -0.106 0.003
H 0.104331 -3.011093 -0.530269 0.005 -0.021 0.024 0.000
C 3.392993 -2.810024 2.353738 0.038 -0.028 0.039 0.001
C -4.957249 -3.278837 2.513988 0.080 -0.014 0.010 0.000
O -1.413824 -1.380011 1.240121 -0.299 -0.111 0.046 0.005
H -2.825511 -3.054392 2.467039 -0.009 -0.003 0.001 0.000
C 1.688190 -2.553891 -1.944064 0.101 -0.052 -0.080 0.001
H 3.583474 -1.672376 -1.465693 0.009 -0.003 0.012 0.000
H -0.981447 2.824349 4.553071 0.014 0.015 -0.001 0.000
C -5.023321 -1.111830 0.766186 -0.097 0.016 -0.007 0.002
C 2.494090 -1.842243 0.353728 -0.081 0.102 0.041 0.005
C 1.409366 4.555010 0.918562 0.026 -0.024 -0.025 -0.002
H 2.243773 -0.560128 -1.317156 0.002 0.027 0.006 0.000
C -2.564936 -0.946061 0.799103 0.061 0.128 -0.056 0.013
H -1.346367 0.669668 3.337923 0.002 -0.027 -0.030 0.000
N -0.284981 1.296902 1.677016 -0.260 -0.035 0.240 -0.023
C 3.485375 -2.570755 0.994693 0.045 -0.018 -0.007 0.001
O -0.344847 -1.269417 -1.448330 0.010 -0.001 -0.090 0.027
S 0.789596 1.687159 -0.580914 0.072 0.248 0.006 -0.079
H -4.954432 -4.121447 3.190753 0.005 0.003 -0.003 0.000
N 1.435392 -1.365834 1.033920 -0.077 0.035 -0.084 0.043
H 2.075154 -3.573519 -1.863249 0.024 0.015 -0.010 0.000
H -5.029184 -0.269069 0.088427 -0.006 -0.004 0.002 0.000
H 0.455296 -1.244043 2.838216 0.014 0.006 0.026 0.000
C 0.238574 -2.602643 -1.528553 -0.131 0.116 0.033 0.003
Cl -7.638926 -3.524412 2.538887 0.028 0.009 -0.005 0.001
Mn -0.344146 -0.125016 0.241843 0.279 -0.252 0.281 3.909
```
Forces are in eV/Å.


Record 2
Below is a 3-piece molecular cluster, C27H45N2O3 overall at a distorted geometry, with properties calculated with wB97M-V/def2-TZVPD.

Properties
* charge: +1
* LUMO energy: -5.20 eV
* frontier orbital gap: 5.810 eV
* highest occupied orbital energy: -0.4047 hartree

Geometry as XYZ:
```
77
Properties=species:S:1:pos:R:3:forces:R:3:lowdin_charge:R:1
H 0.740122 4.642486 -3.554994 -0.762 -1.712 1.473 0.123
C -9.404525 -0.036076 1.589599 -0.100 0.111 0.038 -0.272
C 6.036559 -4.604328 -0.961060 0.081 -0.164 -0.089 -0.227
H -4.349552 3.018692 -1.467090 1.640 0.053 2.062 0.132
C 4.631109 0.747354 2.486314 -2.295 -1.909 -1.884 -0.042
H 6.915272 -4.925815 0.971312 0.040 0.038 -0.077 0.111
H 6.522195 -2.045190 -3.284638 -0.031 0.050 0.180 0.074
C 8.561062 -6.444636 -0.678128 0.133 -0.106 -0.104 -0.113
C -1.138878 2.684131 1.526807 -1.026 -0.509 -3.170 0.003
C -9.638575 -0.853331 0.329279 -0.005 -0.202 -0.011 -0.112
C -3.500714 2.940988 -0.664864 4.044 -0.394 3.160 0.069
C -7.844577 1.714645 0.493491 -0.019 -0.151 -0.130 -0.228
N -2.405569 3.440284 1.878330 0.225 -2.106 -4.938 0.075
H -5.265055 1.376333 2.820646 -0.078 0.062 0.061 0.069
H 9.292485 -4.711056 0.338562 -0.089 0.036 -0.110 0.107
H -8.755010 -0.865001 -0.314946 -0.089 -0.017 -0.001 0.065
C 6.256029 -3.965059 -2.335359 -0.208 -0.054 0.089 -0.268
H -7.743844 2.799052 0.364091 -0.001 -0.014 0.012 0.105
O -1.574620 2.381595 -3.675319 0.008 -2.357 3.245 -0.105
C 4.866222 -0.414423 1.324568 -4.666 1.687 1.263 -0.044
H -2.552544 3.870440 2.817522 0.326 -0.603 -1.080 0.156
H 0.055972 2.914593 -4.971249 -0.630 -1.065 2.104 0.146
H -10.301625 -0.099590 2.217710 0.165 0.040 -0.028 0.109
H 2.028986 3.497873 -1.374807 -0.077 -0.470 -1.553 0.065
N 1.945490 3.231337 -2.394057 -0.763 1.763 0.372 -0.048
H 7.286540 -3.358811 0.286910 -0.019 -0.038 -0.007 0.089
H -0.115847 3.990647 -1.971728 1.082 -0.695 -1.888 0.105
C 6.399398 -2.451814 -2.275087 0.158 0.061 -0.219 -0.113
H -0.292714 2.715154 3.648062 1.129 -0.318 -2.012 0.146
C -1.851960 1.438407 -2.562435 0.057 -5.115 -1.129 -0.221
C 7.186966 -4.421141 0.035737 -0.014 0.090 0.014 -0.230
C 3.501327 -1.000721 0.606970 -0.026 2.659 3.125 -0.046
H -4.558794 4.149333 1.146640 2.699 -1.301 -0.271 0.139
H 5.510510 -1.993509 -1.831586 0.045 0.030 0.004 0.051
H 0.415173 1.529841 -3.627971 -0.964 2.082 -0.821 0.141
H 7.272673 -2.151407 -1.689348 -0.078 0.014 -0.032 0.067
O -1.886039 0.099800 -2.679101 0.289 9.466 0.854 0.050
H 3.639247 -1.834073 -0.211153 -0.572 1.895 1.804 0.079
H 5.840458 -5.673687 -1.100416 0.014 0.095 0.054 0.103
C -6.549794 1.165147 1.099392 -0.088 0.146 -0.112 -0.270
H 5.396220 -4.207588 -2.972784 0.139 -0.032 0.063 0.107
H -9.967736 1.873057 0.770359 0.091 -0.052 0.055 0.114
C 0.557717 3.692409 -2.882060 0.258 0.697 -0.747 -0.228
H 5.939482 -0.815827 1.004566 -2.646 1.098 0.870 0.096
H -6.108920 2.866337 2.367529 -0.128 0.034 0.083 0.052
H 3.027798 2.080873 3.805564 0.259 -1.771 -1.822 0.092
C -0.117837 2.554148 -3.871408 1.750 -0.006 0.605 -0.144
C 3.119559 1.276333 2.959379 0.112 -2.626 -2.699 -0.009
H 0.091896 1.422504 -0.203008 -2.439 1.441 0.609 0.134
H 1.073841 -0.948487 0.530631 2.019 0.988 1.232 0.093
H 5.615760 1.167967 3.000597 -2.591 -0.837 -1.071 0.094
H 1.054145 3.089658 2.252699 -1.866 -1.373 0.688 0.152
C -9.114503 1.440290 1.307502 0.002 0.069 0.138 -0.225
H 5.124269 -4.187715 -0.517222 0.014 -0.013 -0.020 0.097
H 9.562482 -6.767881 -0.978767 -0.146 -0.045 0.040 0.073
H -10.479879 -0.451222 -0.244406 0.112 -0.046 0.015 0.079
C 0.132308 2.441432 2.586467 -1.812 0.131 0.158 -0.125
H 2.646649 3.853342 -2.873799 -0.883 -1.069 0.709 0.077
H 8.287460 -6.990465 0.230615 -0.006 0.021 -0.113 0.078
H 7.868195 -6.729988 -1.474593 0.052 -0.021 0.081 0.067
C -3.552420 3.585720 0.856424 1.538 -1.993 -2.541 0.050
C -6.212923 1.780353 2.449257 0.165 -0.239 0.107 -0.119
H -9.871645 -1.890211 0.590573 0.013 0.114 -0.121 0.075
H -6.601199 0.076394 1.193759 -0.010 0.068 -0.030 0.106
C -2.125017 2.145408 -1.081210 0.343 1.158 3.351 0.021
C -0.919054 2.011404 0.021977 -3.885 1.976 1.034 0.112
H 7.132875 -4.398508 -2.825453 -0.039 -0.014 0.052 0.101
C 1.775279 0.660763 2.251042 4.412 -1.903 -1.779 -0.170
H -6.980873 1.561326 3.196399 0.110 0.107 -0.065 0.075
H -7.960837 1.302169 -0.515345 -0.015 0.037 0.088 0.103
H -8.591282 -0.482973 2.172394 -0.042 0.060 -0.006 0.099
C 2.012590 -0.484525 1.059651 2.786 1.286 1.433 -0.002
O 0.378688 0.988065 2.577716 2.926 1.711 -0.774 -0.167
H -5.725244 1.375113 0.406259 -0.060 -0.118 -0.002 0.075
H -9.058990 1.976209 2.262100 -0.004 -0.004 -0.083 0.102
H 8.870215 -4.419807 -1.338093 -0.051 0.003 0.073 0.100
C 8.547371 -4.944541 -0.431916 -0.012 0.083 0.142 -0.273
```
Forces are in eV/Å.


Record 3
Below is C8H16N2 as an isolated structure at a distorted geometry, with properties calculated with wB97M-V/def2-TZVPD.

Properties
* LUMO energy: 0.80 eV
* energy relative to the best compared isomer or geometry (same formula, charge and spin): 5.2557 eV
* frontier orbital gap: 8.287 eV
* highest occupied orbital energy: -0.2750 hartree

Geometry as XYZ:
```
26
Properties=species:S:1:pos:R:3:forces:R:3:lowdin_charge:R:1
H -0.741223 0.385185 2.499692 0.009 0.065 -0.131 0.079
H 0.162599 2.475159 -0.384872 0.017 -0.015 -0.055 0.060
H -1.867667 -2.299047 1.276392 0.040 0.028 -0.168 0.074
N -2.993728 0.551293 0.286036 1.164 -0.204 0.195 0.117
H 1.987849 -2.162092 -0.335168 -0.050 0.033 -0.059 0.075
N -0.218120 -0.166289 0.561714 -5.901 -1.510 1.510 -0.088
C 1.989689 -0.033247 -0.492014 -2.302 1.390 -1.306 -0.220
H 3.472080 -1.497440 -1.044540 -0.159 0.086 0.144 0.074
H 3.887829 0.856162 -0.200331 -0.143 -0.272 0.386 0.056
C -0.274974 1.755027 -1.076106 -0.017 0.041 -0.054 -0.077
C -0.003688 0.661334 1.741779 -0.328 -0.137 0.029 -0.111
H -0.225570 -0.381836 -1.472187 -0.111 -0.034 0.170 0.118
H -3.984466 0.263241 0.334442 0.565 -0.123 -0.241 0.068
C -2.486800 -1.851705 0.495419 0.326 -0.136 0.155 -0.067
H -2.271425 -2.362840 -0.445366 0.038 -0.054 0.075 0.078
H 0.966056 0.406224 2.173255 0.126 0.159 -0.231 0.079
C -2.167296 -0.393885 0.364216 0.861 0.395 1.383 -0.263
H 0.130795 1.942595 -2.072391 -0.010 -0.019 0.096 0.081
H 1.990607 -1.550153 -1.996695 -0.055 -0.039 0.108 0.071
C 2.380744 -1.378183 -0.988168 0.098 -0.077 -0.210 -0.112
C 2.802952 0.929691 -0.085837 -0.068 0.036 -0.204 -0.018
C -0.004423 0.330266 -0.675842 5.643 0.186 -1.245 -0.328
H 2.444860 1.876923 0.307892 -0.078 0.009 -0.235 0.045
H -1.357248 1.921167 -1.100271 0.114 0.016 0.029 0.062
H -3.539655 -2.013410 0.764346 0.173 0.173 -0.218 0.075
H -0.079776 1.735859 1.564608 0.049 0.004 0.078 0.073
```
Forces are in eV/Å.